Computed, not measured: a cluster of 2 separate species, C2H11N3O in total at a distorted geometry, with the ωB97M-V functional and the def2-TZVPD basis.

```
17
Properties=species:S:1:pos:R:3:forces:R:3:lowdin_spin:R:1
N -1.950520 1.016813 2.364547 -0.368 -1.167 -0.531 0.730
C -0.532617 1.013966 2.085428 0.472 0.992 0.758 0.124
N -0.077274 1.663232 0.910660 -0.942 0.011 -0.184 0.018
H -2.628827 0.777078 1.628419 0.184 0.526 0.016 0.017
H -2.321276 0.822179 3.296475 0.284 0.042 0.144 0.014
H -0.208769 -0.053130 2.059262 -0.484 -0.243 0.130 0.076
H -0.075141 1.403155 3.001000 0.307 0.004 -0.186 0.014
H 0.107862 2.655369 1.043087 0.054 -0.197 0.109 0.005
H -0.791179 1.575299 0.189624 0.440 0.026 -0.309 0.001
N 1.010668 -2.433648 -1.896242 0.032 0.246 0.512 0.000
C 0.319981 -1.160648 -1.714231 1.325 -0.487 0.066 0.000
O 1.292796 -0.113142 -1.851349 -0.490 0.028 0.305 0.000
H 1.269026 -2.796457 -0.984018 -0.165 -0.103 -0.019 0.000
H 1.921517 -2.234051 -2.304238 -0.258 0.013 -0.441 0.000
H -0.117614 -1.164283 -0.707251 -0.203 0.142 -0.093 0.000
H -0.442281 -1.045339 -2.470007 -0.305 0.097 -0.228 0.000
H 1.051540 0.620604 -1.278800 0.118 0.071 -0.047 0.000
```
Positions in Å, forces in eV/Å.

Its multiplicity is 2. Its energy above the lowest of the compared OMol25 structures with the same formula, charge and spin is 91.3 kJ/mol. For the highest occupied orbital energy (spin up / spin down), the calculation gives -12.330 / -12.328 eV. Its expectation value of S² is 0.75. The value obtained for the molecular weight is 93.13 g mol⁻¹. The total charge is +1.